No. 1
Computed, not measured: 6 unconnected molecules or ions with the total composition C39H60O13Si, with wB97M-V/def2-TZVPD.

Net charge: 0
HOMO-LUMO gap: 8.852 eV
M: 765.0 Da
Total energy: -75913.8141 eV
HOMO energy: -9.31 eV
SMILES: C[Si](C)(C)OCCc1ccc2c(c1)C(=O)c1ccccc1C2=O.CCOC(C)=O.CCOC(C)=O.CCOC(C)=O.CCOC(C)=O.CCOC(C)=O

```
113
Properties=species:S:1:pos:R:3:forces:R:3
C 3.455 -0.106 1.997 0.02 0.12 0.07
Si 3.396 1.420 0.896 0.18 0.75 0.37
C 2.218 2.634 1.734 0.01 -0.75 -0.32
C 5.096 2.247 0.858 -0.81 -0.69 -0.01
O 2.904 1.124 -0.688 0.65 -0.11 0.87
C 3.735 0.238 -1.424 -0.78 -0.49 -0.90
C 3.068 -1.172 -1.523 -0.20 0.91 -0.16
C 1.569 -0.960 -1.679 1.83 -0.62 0.54
C 1.045 -0.636 -2.905 0.05 0.03 -0.32
C -0.315 -0.436 -3.021 0.40 0.16 -1.20
C -1.093 -0.527 -1.907 -1.81 0.18 0.25
C -0.558 -0.845 -0.676 -0.20 -0.21 1.47
C 0.788 -1.075 -0.552 0.06 -0.11 -0.18
C -1.409 -0.928 0.571 0.12 -0.04 -0.14
O -1.060 -1.598 1.527 -0.24 0.53 -0.42
C -2.663 -0.100 0.539 1.87 -1.27 0.23
C -3.214 0.323 1.719 -0.53 0.28 0.61
C -4.378 1.056 1.657 0.05 0.14 0.70
C -4.917 1.361 0.432 -1.32 0.80 -0.37
C -4.349 0.957 -0.745 0.25 -0.33 -0.72
C -3.201 0.192 -0.691 -0.15 0.10 -1.01
C -2.575 -0.298 -1.970 -0.25 -0.32 -0.20
O -3.246 -0.518 -2.968 0.61 0.41 0.65
H 3.820 0.234 2.976 0.04 0.02 -0.15
H 2.465 -0.531 2.190 0.11 -0.08 -0.18
H 4.151 -0.882 1.664 -0.17 0.00 -0.03
H 2.619 2.807 2.739 0.01 0.20 -0.15
H 2.131 3.566 1.172 -0.04 0.00 0.18
H 1.233 2.173 1.869 0.01 0.20 -0.11
H 5.424 2.377 1.894 0.14 0.16 -0.17
H 4.973 3.208 0.354 0.32 -0.02 0.10
H 5.804 1.600 0.333 0.16 0.29 0.05
H 4.760 0.178 -1.045 -0.11 -0.03 0.06
H 3.773 0.620 -2.451 0.18 0.12 0.17
H 3.285 -1.752 -0.624 -0.05 -0.10 -0.14
H 3.427 -1.681 -2.422 0.27 -0.09 0.27
H 1.727 -0.553 -3.745 -0.21 0.01 -0.10
H -0.758 -0.208 -3.984 -0.09 0.02 0.11
H 1.263 -1.325 0.387 -0.28 -0.04 0.11
H -2.767 0.101 2.679 0.14 -0.19 -0.16
H -4.873 1.393 2.558 0.00 -0.02 -0.05
H -5.836 1.936 0.365 0.07 0.02 0.24
H -4.747 1.202 -1.722 -0.19 0.03 0.15
O -7.186 1.249 3.109 0.03 0.02 0.03
C -7.851 0.301 2.785 -0.31 0.13 -0.13
O -7.251 -0.729 2.170 0.42 -0.10 0.12
C -7.887 -1.979 1.891 -0.24 -0.11 -0.18
C -8.665 -1.931 0.594 -0.08 0.10 -0.06
C -9.349 0.286 2.976 -0.04 -0.31 0.41
H -8.500 -2.300 2.734 -0.05 0.08 -0.01
H -7.078 -2.704 1.803 0.12 0.14 0.06
H -9.474 -1.201 0.636 -0.05 -0.06 0.05
H -9.094 -2.908 0.368 0.02 0.00 -0.01
H -8.012 -1.635 -0.229 0.05 -0.06 0.03
H -9.816 0.816 2.148 0.01 -0.01 -0.01
H -9.578 0.803 3.905 0.06 0.19 -0.11
H -9.775 -0.712 3.057 -0.01 0.00 -0.19
O 6.026 5.637 0.593 -0.18 0.03 0.02
C 6.389 6.126 -0.441 0.37 -0.13 -0.03
O 5.523 6.210 -1.467 -0.39 0.05 0.10
C 5.791 6.928 -2.674 0.16 -0.02 -0.22
C 6.565 6.083 -3.665 0.11 -0.11 0.07
C 7.820 6.567 -0.641 -0.04 0.51 0.03
H 6.285 7.877 -2.459 0.06 -0.05 0.04
H 4.815 7.174 -3.091 -0.07 -0.06 0.15
H 7.543 5.801 -3.275 0.03 0.08 -0.02
H 6.710 6.626 -4.600 -0.02 0.00 0.01
H 6.025 5.159 -3.875 -0.06 0.05 -0.03
H 8.422 5.701 -0.912 -0.01 -0.01 0.00
H 8.184 6.975 0.299 0.00 -0.21 0.07
H 7.944 7.345 -1.391 0.02 -0.14 -0.12
O 3.130 -5.534 -5.426 0.02 0.16 0.00
C 2.059 -5.459 -4.890 0.00 -0.35 0.16
O 1.651 -4.277 -4.393 0.10 0.39 -0.20
C 0.329 -4.035 -3.900 -0.18 -0.13 0.23
C 0.195 -4.457 -2.452 0.09 -0.15 0.05
C 1.196 -6.683 -4.686 -0.37 0.06 -0.36
H -0.419 -4.501 -4.544 0.06 -0.09 0.01
H 0.176 -2.961 -3.975 0.16 0.00 -0.10
H 0.358 -5.528 -2.328 -0.09 -0.01 -0.03
H -0.798 -4.212 -2.073 0.01 0.04 0.00
H 0.940 -3.946 -1.841 -0.06 0.10 -0.02
H 1.534 -7.209 -3.794 0.00 0.01 0.01
H 1.318 -7.332 -5.551 0.21 -0.04 0.08
H 0.134 -6.468 -4.600 0.03 0.01 0.19
O 7.862 2.462 4.713 -0.13 -0.10 -0.02
C 7.205 3.399 5.071 0.24 0.32 -0.09
O 5.873 3.379 4.884 -0.25 -0.46 0.01
C 4.970 4.346 5.427 -0.03 0.34 -0.07
C 4.868 5.566 4.535 0.11 0.04 -0.10
C 7.850 4.638 5.647 -0.10 -0.04 0.51
H 5.242 4.597 6.454 0.08 0.02 -0.03
H 4.000 3.852 5.476 0.10 -0.17 -0.04
H 5.826 6.077 4.444 -0.02 0.03 0.06
H 4.136 6.272 4.929 -0.01 -0.03 0.01
H 4.568 5.273 3.528 -0.04 -0.02 0.03
H 8.191 5.270 4.829 -0.02 0.00 -0.01
H 8.707 4.329 6.241 0.09 -0.05 -0.19
H 7.201 5.212 6.304 -0.06 0.09 -0.16
O -9.698 -6.903 -0.522 -0.05 0.17 -0.02
C -8.532 -6.630 -0.590 0.15 -0.38 -0.08
O -8.163 -5.439 -1.102 -0.26 0.36 0.09
C -6.824 -4.939 -1.062 0.26 -0.05 -0.12
C -6.000 -5.459 -2.221 -0.02 -0.16 -0.05
C -7.467 -7.626 -0.194 0.16 0.20 0.45
H -6.361 -5.145 -0.094 -0.01 -0.09 -0.02
H -6.912 -3.856 -1.138 -0.17 -0.02 0.01
H -5.903 -6.545 -2.190 0.06 0.01 0.07
H -5.000 -5.023 -2.206 -0.02 0.03 0.00
H -6.480 -5.207 -3.167 0.01 0.09 0.03
H -7.291 -8.305 -1.027 0.00 0.01 -0.01
H -7.833 -8.194 0.658 -0.14 -0.10 -0.15
H -6.526 -7.173 0.110 0.05 -0.02 -0.18
```
Forces are in eV/Å.



No. 2
Computed, not measured: a molecular structure, C22H18BIrN6O6S6, with wB97M-V/def2-TZVPD.

Net charge: -2
HOMO-LUMO gap: 5.886 eV
M: 857.9 Da
Total energy: -112862.5176 eV
HOMO energy: -1.64 eV

```
60
Properties=species:S:1:pos:R:3:forces:R:3
Ir 0.103 0.689 0.644 0.09 -0.84 -0.09
O -0.405 -0.131 4.496 0.23 -0.09 0.02
S 0.289 1.074 4.095 0.06 0.12 0.13
O 0.076 2.212 4.964 0.02 -0.07 -0.07
O 0.070 1.449 2.687 0.04 0.37 -0.05
C 2.041 0.668 4.302 0.04 -0.01 -0.18
C 2.611 1.157 5.471 -0.01 0.00 0.01
C 3.924 0.864 5.805 0.03 -0.03 -0.01
C 4.689 0.073 4.966 -0.01 0.03 0.04
C 4.135 -0.414 3.792 0.00 -0.01 -0.03
C 2.822 -0.123 3.449 -0.20 0.03 0.14
S 2.282 -0.747 1.856 0.22 0.02 -0.04
O 0.930 -1.297 2.000 -0.08 0.46 -0.12
O 3.309 -1.657 1.434 -0.10 -0.10 0.12
O 2.211 0.487 1.022 -0.03 0.08 -0.10
H 2.001 1.780 6.109 0.00 0.00 -0.01
H 4.344 1.260 6.723 0.01 0.00 0.00
H 5.718 -0.162 5.212 0.00 0.00 0.00
H 4.713 -1.025 3.113 -0.01 0.00 0.01
S -0.045 2.525 -0.718 0.14 0.13 0.34
C -0.606 2.061 -2.321 0.06 -0.08 -0.11
C -1.683 2.819 -2.783 -0.06 0.05 0.02
C -2.155 2.726 -4.083 -0.05 0.04 0.03
C -3.255 3.546 -4.506 0.02 -0.02 -0.02
N -4.131 4.209 -4.848 0.00 0.01 0.02
C -1.548 1.821 -4.961 0.05 -0.02 0.00
C -0.493 1.045 -4.506 -0.04 -0.02 -0.06
C 0.000 1.143 -3.207 -0.05 0.02 0.01
S 0.538 -0.663 -1.107 -0.08 0.03 0.14
C -1.996 1.688 -6.317 -0.01 -0.03 0.00
N -2.345 1.569 -7.408 0.01 0.01 -0.01
H -2.161 3.500 -2.092 0.00 0.00 -0.01
H -0.016 0.355 -5.186 0.00 0.00 0.01
C -3.166 -0.091 3.480 -0.10 -0.09 0.12
N -2.866 -0.999 2.385 -0.15 0.05 -0.10
C -2.903 -2.374 2.445 0.07 0.05 0.08
C -2.590 -2.823 1.207 0.02 -0.11 -0.14
N -2.375 -1.742 0.393 -0.05 0.10 -0.04
B -2.257 -1.731 -1.182 0.01 -0.04 0.06
N -0.812 -1.471 -1.726 -0.12 0.03 -0.08
C -0.553 -2.020 -2.958 0.05 0.08 0.05
C 0.463 -1.762 -3.806 -0.02 -0.04 -0.01
N 1.454 -0.766 -3.695 -0.03 0.05 0.08
C 2.813 -1.275 -3.802 0.02 0.00 -0.02
C 1.230 0.348 -2.858 -0.03 0.08 -0.06
S 2.597 1.361 -2.492 0.02 -0.07 -0.01
C -2.536 -0.637 1.130 0.15 -0.15 -0.01
S -2.208 0.957 0.545 0.01 -0.07 0.09
H -4.059 -0.447 3.994 -0.06 0.01 -0.05
H -3.349 0.894 3.062 0.04 0.03 0.00
H -2.322 -0.051 4.166 -0.15 0.02 -0.08
H -3.115 -2.894 3.362 -0.01 0.00 0.00
H -2.511 -3.827 0.830 0.01 0.01 0.00
H -2.559 -2.860 -1.532 0.01 -0.01 0.01
H -3.059 -0.918 -1.585 0.03 0.00 0.00
H -1.277 -2.764 -3.266 -0.02 0.01 0.00
H 0.536 -2.365 -4.704 0.01 -0.01 0.01
H 2.781 -2.151 -4.454 0.00 0.02 -0.01
H 3.202 -1.575 -2.824 0.00 -0.02 -0.01
H 3.473 -0.517 -4.213 0.02 0.01 0.01
```
Forces are in eV/Å.



No. 3
Computed, not measured: a molecular structure, C37H59N3OPSSiTi, with wB97M-V/def2-TZVPD.

Net charge: +3
HOMO-LUMO gap: 6.595 eV
M: 700.9 Da
Total energy: -96939.7132 eV
HOMO energy: -16.72 eV

```
104
Properties=species:S:1:pos:R:3:forces:R:3
Ti -0.858 0.209 0.482 -0.42 2.62 -0.03
C -2.638 2.242 3.895 0.68 -0.58 -0.05
Si -0.954 1.486 3.415 0.41 1.21 -0.09
C -0.107 2.615 2.099 -0.56 -0.56 0.69
C 0.259 0.921 4.768 -0.72 0.26 -0.39
N -1.281 0.135 2.262 0.60 0.27 -0.69
C -2.029 -0.957 2.645 -1.10 -1.78 -0.27
C -2.444 -1.289 3.938 0.27 0.23 -0.44
C -3.257 -2.391 4.143 -0.09 -0.13 -0.08
C -3.680 -3.172 3.077 0.17 0.26 0.20
C -3.262 -2.887 1.783 0.24 0.25 -0.60
C -2.436 -1.798 1.588 -0.49 -0.14 2.04
O -1.930 -1.340 0.338 -0.56 -1.02 0.09
C -2.346 -2.085 -0.797 -0.53 -0.78 -1.69
C -3.331 -1.559 -1.625 0.16 0.23 0.56
C -3.774 -2.316 -2.700 0.05 -0.06 0.11
C -3.234 -3.573 -2.940 -0.04 0.11 0.04
C -2.242 -4.081 -2.113 -0.08 0.14 0.03
C -1.792 -3.338 -1.032 0.13 0.40 0.42
H -2.485 3.204 4.377 0.13 0.17 0.07
H -3.182 1.622 4.602 -0.04 -0.10 0.13
H -3.295 2.401 3.037 0.19 -0.04 -0.12
H 0.780 3.089 2.511 0.30 -0.15 -0.20
H -0.774 3.415 1.781 -0.06 -0.09 -0.23
H 0.185 2.008 1.207 0.39 0.64 0.24
H -0.115 1.212 5.746 -0.15 -0.03 0.15
H 1.226 1.405 4.669 0.11 0.09 -0.23
H 0.420 -0.155 4.778 -0.05 -0.11 -0.06
H -2.132 -0.683 4.773 0.04 0.07 0.16
H -3.571 -2.641 5.145 -0.03 0.02 0.07
H -4.346 -4.001 3.249 -0.03 -0.15 -0.02
H -3.590 -3.503 0.960 -0.03 -0.03 -0.07
H -3.746 -0.576 -1.420 0.01 -0.13 -0.04
H -4.543 -1.922 -3.346 -0.06 0.03 -0.05
H -3.581 -4.148 -3.783 -0.06 -0.11 -0.07
H -1.827 -5.058 -2.299 0.06 -0.11 0.00
H -1.045 -3.730 -0.353 0.04 -0.07 0.01
C 4.724 2.359 -1.062 -0.11 0.20 0.08
C 4.441 2.069 0.419 -0.03 -0.01 -0.05
C 3.017 1.514 0.600 0.21 -0.13 0.18
C 2.691 0.654 -0.627 -0.44 0.14 0.20
C 2.407 1.629 -1.781 0.04 0.07 -0.11
C 3.440 2.779 -1.771 0.16 -0.05 -0.04
P 1.344 -0.599 -0.370 1.60 -1.04 -0.64
C 2.001 -2.004 0.667 -0.49 0.19 0.19
C 1.740 -1.717 2.161 -0.06 -0.24 0.08
C 2.573 -2.666 3.024 -0.05 0.19 0.03
C 4.076 -2.400 2.846 -0.01 0.03 -0.05
C 4.396 -1.816 1.468 -0.02 -0.17 -0.04
C 3.470 -2.400 0.408 0.15 0.26 -0.17
C 0.976 -1.401 -2.028 -0.38 0.26 0.24
C 2.195 -1.795 -2.888 0.15 0.06 0.03
C 1.804 -1.907 -4.370 -0.09 -0.23 0.08
C 0.378 -2.417 -4.500 0.02 0.24 -0.09
C -0.587 -1.326 -4.027 -0.07 -0.05 0.11
C -0.018 -0.544 -2.826 -0.07 -0.12 0.05
H 5.140 1.479 -1.557 0.10 0.02 -0.02
H 5.464 3.153 -1.141 0.08 -0.08 -0.08
H 4.541 2.981 1.007 0.03 -0.01 0.02
H 5.175 1.357 0.798 0.00 -0.02 0.08
H 2.315 2.353 0.640 -0.05 -0.12 0.01
H 2.938 0.968 1.544 0.00 0.07 -0.03
H 3.571 0.044 -0.867 -0.19 -0.06 0.04
H 1.393 2.046 -1.673 0.12 -0.12 -0.10
H 2.466 1.115 -2.739 -0.12 -0.05 -0.01
H 3.037 3.659 -1.267 -0.08 0.04 -0.01
H 3.664 3.073 -2.795 -0.09 0.05 -0.01
H 1.359 -2.849 0.374 0.05 0.18 -0.01
H 0.663 -1.841 2.366 0.24 0.07 0.04
H 2.010 -0.686 2.416 -0.09 0.00 -0.01
H 2.336 -3.692 2.744 -0.06 -0.09 0.02
H 2.300 -2.547 4.071 -0.06 -0.09 0.03
H 4.617 -3.335 2.970 0.06 -0.05 0.10
H 4.436 -1.717 3.615 0.00 -0.03 0.06
H 5.431 -2.034 1.203 0.01 0.10 0.00
H 4.287 -0.734 1.488 0.08 0.19 -0.03
H 3.545 -3.488 0.450 -0.08 -0.04 -0.10
H 3.793 -2.100 -0.591 -0.02 -0.12 0.01
H 0.450 -2.331 -1.762 0.09 0.23 0.12
H 2.572 -2.763 -2.552 0.04 0.07 0.08
H 3.006 -1.073 -2.797 0.09 0.00 0.12
H 2.502 -2.575 -4.870 0.08 0.06 -0.02
H 1.869 -0.937 -4.862 0.12 0.12 -0.06
H 0.261 -3.328 -3.910 -0.05 -0.12 0.01
H 0.155 -2.669 -5.535 -0.03 -0.10 0.00
H -1.548 -1.769 -3.768 0.03 0.08 -0.03
H -0.761 -0.626 -4.844 -0.06 0.01 0.00
H -0.849 -0.221 -2.162 0.14 0.00 -0.33
H 0.474 0.358 -3.190 -0.05 0.08 0.18
C -1.681 4.960 -1.976 0.61 0.20 -0.37
N -2.822 4.379 -1.326 -0.13 -0.61 0.30
C -4.088 5.102 -1.259 -0.49 0.39 -0.05
C -5.014 4.146 -0.484 -0.45 0.35 0.11
N -4.147 2.992 -0.255 0.19 -0.14 -0.15
C -2.946 3.178 -0.803 -0.55 0.26 0.56
S -1.742 1.962 -0.939 0.73 -0.99 -0.16
H -1.908 5.156 -3.027 0.00 -0.04 0.06
H -0.831 4.281 -1.913 -0.05 0.06 -0.02
H -1.417 5.905 -1.499 -0.06 -0.07 0.02
H -4.443 5.301 -2.275 0.04 -0.01 0.13
H -3.949 6.057 -0.751 0.03 -0.07 -0.03
H -5.896 3.865 -1.067 0.16 0.00 0.10
H -5.345 4.559 0.472 0.04 0.00 -0.16
H -4.493 2.114 0.097 0.22 0.02 -0.09
```
Forces are in eV/Å.